{
  "formula": "C32H20Br3GaN3O2",
  "method": "ωB97M-V/def2-TZVPD",
  "total_charge": 1,
  "e_homo_ev": -11.3,
  "gap_ev": 7.228,
  "species": ["Ga", "C", "C", "C", "C", "C", "C", "C", "C", "C", "C", "C", "C", "C", "C", "C", "N", "H", "H", "H", "H", "H", "H", "H", "H", "H", "H", "Br", "C", "C", "C", "N", "C", "C", "C", "C", "C", "Br", "C", "C", "N", "H", "H", "H", "H", "H", "H", "Br", "C", "C", "C", "C", "C", "C", "C", "O", "O", "H", "H", "H", "H"],
  "coordinates": [[1.003, -0.852, 0.675], [4.872, -0.645, -0.743], [4.958, 0.619, -1.258], [3.938, 1.565, -1.099], [2.735, 1.205, -0.441], [2.611, -0.149, -0.024], [3.634, -1.077, -0.147], [1.597, 2.174, -0.198], [1.569, 3.333, -1.006], [0.481, 4.164, -0.808], [-0.489, 3.914, 0.215], [-1.652, 4.698, 0.480], [-2.454, 4.344, 1.583], [-2.130, 3.259, 2.423], [-1.166, 2.394, 2.048], [-0.295, 2.723, 0.981], [0.745, 1.850, 0.744], [5.754, -1.335, -0.855], [5.861, 1.034, -1.662], [4.233, 2.556, -1.376], [3.406, -2.091, 0.017], [2.277, 3.507, -1.799], [0.364, 5.030, -1.513], [-1.798, 5.690, -0.102], [-3.304, 4.966, 1.809], [-2.624, 3.120, 3.398], [-0.870, 1.644, 2.719], [-4.890, 0.899, -1.286], [-3.175, 0.247, -0.929], [-2.120, 0.321, -1.853], [-0.873, -0.005, -1.374], [-0.738, -0.438, -0.107], [-1.709, -0.456, 0.776], [-2.998, -0.159, 0.338], [-1.415, -0.976, 2.188], [-2.384, -1.249, 3.080], [-1.949, -1.622, 4.339], [-3.253, -1.779, 5.708], [-0.599, -1.928, 4.526], [0.369, -1.713, 3.511], [-0.114, -1.168, 2.362], [-2.292, 0.720, -2.805], [0.000, 0.109, -2.033], [-3.837, -0.193, 0.951], [-3.439, -1.133, 2.831], [-0.301, -2.163, 5.540], [1.444, -1.792, 3.688], [-2.336, -3.997, -0.839], [-0.950, -3.457, -2.052], [-1.353, -3.174, -3.333], [-0.404, -2.629, -4.259], [0.881, -2.431, -3.891], [1.277, -2.821, -2.508], [0.368, -3.236, -1.575], [0.798, -3.605, -0.189], [0.635, -4.726, 0.199], [1.375, -2.715, 0.574], [-2.376, -3.196, -3.706], [-0.885, -2.432, -5.239], [1.675, -2.010, -4.599], [2.310, -2.733, -2.092]],
  "mulliken_charge": [0.15, -0.82, -0.75, -0.79, 0.28, 0.27, -0.77, 1.17, -1.09, -0.85, 0.91, -0.80, -0.65, -0.68, -0.42, 0.25, -0.08, 0.35, 0.39, 0.41, 0.83, 0.41, 0.36, 0.31, 0.46, 0.41, 0.64, -0.11, -0.41, -1.11, -0.27, 1.31, 1.05, -1.26, 0.86, -0.60, -0.25, -0.10, -0.70, -0.26, 0.38, 0.67, 0.42, 0.66, 0.60, 0.40, 0.50, -0.12, 0.25, -0.45, -0.25, -0.93, 0.03, 0.54, 0.00, -0.59, -0.67, 0.40, 0.36, 0.34, 0.42]
}

=====

{
  "formula": "C7H13N3",
  "method": "ωB97M-V/def2-TZVPD",
  "total_charge": 2,
  "e_homo_ev": -18.0,
  "gap_ev": 8.951,
  "species": ["C", "C", "C", "C", "C", "C", "C", "N", "N", "N", "H", "H", "H", "H", "H", "H", "H", "H", "H", "H", "H", "H", "H"],
  "coordinates": [[0.276, -0.007, -1.460], [-0.247, -0.205, -0.247], [2.231, 0.605, -0.439], [-2.814, 0.115, 0.044], [-2.200, 0.252, 1.431], [-1.528, -0.641, 0.357], [3.573, 1.293, -0.431], [1.726, 0.238, 0.666], [1.551, 0.409, -1.617], [-1.776, -2.093, 0.600], [-0.323, 0.018, -2.341], [-3.764, -0.348, -0.122], [-2.965, 0.986, -0.596], [-1.550, 1.132, 1.530], [-2.706, 0.019, 2.360], [4.086, 1.573, -1.352], [3.354, 2.367, 0.126], [4.207, 0.799, 0.354], [2.250, 0.188, 1.467], [2.013, 0.418, -2.506], [-2.728, -1.942, 0.951], [-1.039, -2.469, 1.419], [-1.628, -2.707, -0.193]],
  "mulliken_charge": [-0.32, -0.41, 0.67, -0.67, -0.52, 0.54, -1.17, -0.44, -0.07, -0.13, 0.49, 0.29, 0.32, 0.31, 0.30, 0.37, 0.33, 0.34, 0.22, 0.28, 0.45, 0.46, 0.34]
}

=====

{
  "formula": "C3H8FNO2S",
  "method": "ωB97M-V/def2-TZVPD",
  "smiles": "O=C(O)S.NCCF",
  "e_homo_ev": -9.7,
  "gap_ev": 10.150,
  "species": ["O", "C", "O", "S", "H", "H", "N", "C", "C", "F", "H", "H", "H", "H", "H", "H"],
  "coordinates": [[2.118, 2.142, -1.297], [1.367, 1.213, -1.184], [1.752, -0.074, -1.105], [-0.394, 1.398, -1.103], [2.724, -0.061, -1.158], [-0.676, 0.093, -0.987], [0.160, -1.261, 0.399], [-0.684, -2.198, 1.127], [-1.977, -1.510, 1.500], [-1.685, -0.451, 2.357], [0.332, -0.456, 0.993], [1.063, -1.679, 0.201], [-0.230, -2.601, 2.047], [-0.921, -3.049, 0.478], [-2.661, -2.191, 2.019], [-2.462, -1.099, 0.609]],
  "mulliken_charge": [-0.51, 0.60, -0.41, -0.19, 0.31, 0.18, -0.44, -0.63, -0.27, -0.30, 0.31, 0.16, 0.32, 0.34, 0.30, 0.23]
}

=====

{
  "formula": "C2H5O3S",
  "method": "ωB97M-V/def2-TZVPD",
  "total_charge": -1,
  "e_homo_ev": [-4.2, -4.2],
  "gap_ev": [8.003, 8.004],
  "species": ["C", "C", "O", "O", "O", "S", "H", "H", "H", "H", "H"],
  "coordinates": [[-0.124, 0.806, -2.264], [-0.085, -0.996, 1.621], [1.645, 1.432, -0.365], [-0.727, 1.530, 0.197], [0.550, -1.178, 0.436], [0.298, 0.900, -0.576], [-1.116, 0.415, -2.274], [0.472, -0.068, -2.700], [0.587, -1.116, 2.470], [-0.941, -1.698, 1.733], [-0.559, -0.028, 1.721]],
  "mulliken_charge": [-0.82, -0.48, -0.58, -0.59, -0.64, 1.07, 0.24, 0.20, 0.21, 0.20, 0.19]
}

=====

{
  "formula": "C3H2FNOS",
  "method": "ωB97M-V/def2-TZVPD",
  "e_homo_ev": [-9.5, -9.5],
  "gap_ev": [8.055, 8.052],
  "species": ["C", "C", "C", "N", "O", "F", "S", "H", "H"],
  "coordinates": [[1.065, 0.102, 0.847], [-0.653, -1.082, -0.120], [0.609, 1.211, 0.226], [0.377, -1.045, 0.573], [-1.712, 0.097, -2.210], [1.083, 2.470, 0.114], [-1.483, 0.335, -0.796], [1.863, -0.126, 1.588], [-1.149, -1.963, -0.222]],
  "mulliken_charge": [0.07, 0.00, -0.19, -0.46, -0.45, -0.19, 0.38, 0.37, 0.46]
}

=====

{
  "formula": "C10H16N2O",
  "method": "ωB97M-V/def2-TZVPD",
  "e_homo_ev": [-6.3, -6.7],
  "gap_ev": [6.919, 7.475],
  "species": ["C", "C", "C", "C", "C", "C", "C", "C", "C", "C", "N", "N", "O", "H", "H", "H", "H", "H", "H", "H", "H", "H", "H", "H", "H", "H", "H", "H", "H"],
  "coordinates": [[-2.161, 0.054, -0.242], [2.031, 0.531, 0.094], [1.335, -0.630, 0.752], [1.069, 1.723, -0.347], [0.845, -1.706, -0.138], [-0.077, -0.025, -1.848], [-0.133, 1.164, -0.974], [-0.269, -1.188, -0.929], [-1.663, 2.385, 0.548], [-2.214, -2.169, 0.259], [-1.260, 1.154, -0.201], [-1.494, -1.067, -0.330], [-3.328, 0.198, 0.154], [2.650, 0.880, 0.874], [2.715, 0.180, -0.630], [2.015, -0.930, 1.543], [0.431, -0.238, 1.303], [0.692, 2.300, 0.548], [1.685, 2.341, -0.989], [1.642, -2.017, -0.845], [0.487, -2.490, 0.497], [-0.877, -0.122, -2.623], [0.902, -0.144, -2.382], [-1.252, 3.194, -0.049], [-2.700, 2.425, 0.561], [-1.239, 2.659, 1.552], [-3.130, -2.005, -0.232], [-1.895, -3.168, 0.102], [-2.237, -2.007, 1.280]],
  "mulliken_charge": [0.45, -0.96, -0.55, -0.70, -0.76, -0.87, 0.23, -0.01, -1.29, -1.30, 0.18, 0.24, -0.71, 0.49, 0.39, 0.44, 0.26, 0.31, 0.28, 0.36, 0.36, 0.38, 0.38, 0.48, 0.40, 0.30, 0.44, 0.42, 0.38]
}

=====

Listing relative energy (zero: lowest compared OMol25 entry of this formula, charge and spin) for the structures above in their given order: 0.0; 414.9; 0.0; 289.3; 392.9; 300.0 kJ/mol.